Record 1
C49H72BrF13O19 | the ωB97M-V functional and the def2-TZVPD basis

Computed properties:
Spin multiplicity ... 1
Structure (SMILES) ... CCC(=O)OCC[C@@]1(CCC(F)(F)C(F)(F)C(F)(F)C(F)(F)C(F)(F)C(F)(F)F)C(=O)O[C@H]([C@@H](Br)CC)[C@]1(CC)Cc1ccccc1.CCOC(=O)OC.CCOC(=O)OC.CCOC(=O)OC.CCOC(=O)OC.CCOC(=O)OC
Kohn-Sham gap ... 9.65 eV
Molar mass ... 1291.97 g/mol

Atoms and positions in Å:
C  -1.427  -1.739  -2.371
C  -0.005  -1.441  -2.890
C  1.031  -1.646  -1.814
O  1.699  -2.636  -1.742
O  1.132  -0.716  -0.822
C  1.104  0.673  -1.189
C  2.311  1.107  -2.023
C  3.532  1.731  -1.309
C  4.392  2.412  -2.418
C  4.732  3.907  -2.288
C  3.718  4.860  -2.920
F  2.503  4.296  -3.134
F  3.524  5.931  -2.098
C  4.164  5.521  -4.257
F  5.357  6.123  -4.015
F  3.279  6.474  -4.599
C  4.414  4.628  -5.509
F  5.333  3.692  -5.172
F  4.950  5.426  -6.456
C  3.250  3.851  -6.200
F  2.778  2.917  -5.351
F  3.819  3.207  -7.243
C  2.012  4.614  -6.765
F  1.278  5.106  -5.753
F  1.283  3.662  -7.394
C  2.255  5.750  -7.809
F  3.204  5.406  -8.682
F  1.112  5.958  -8.474
F  2.605  6.883  -7.201
C  3.066  2.694  -0.211
O  2.460  3.709  -0.359
O  3.403  2.219  1.012
C  3.605  0.779  0.837
C  4.159  0.029  2.051
Br  4.384  1.236  3.580
C  3.303  -1.180  2.412
C  1.950  -0.852  3.046
C  4.425  0.737  -0.471
C  4.509  -0.721  -0.930
C  5.026  -0.994  -2.358
C  5.813  1.374  -0.088
C  7.064  0.739  -0.658
C  7.621  -0.392  -0.060
C  8.757  -1.000  -0.581
C  9.374  -0.481  -1.709
C  8.858  0.669  -2.292
C  7.721  1.269  -1.767
H  -1.935  -0.818  -2.083
H  -2.013  -2.192  -3.171
H  -1.405  -2.422  -1.524
H  0.265  -2.120  -3.697
H  0.038  -0.434  -3.305
H  0.183  0.899  -1.730
H  1.025  1.216  -0.249
H  1.932  1.875  -2.703
H  2.672  0.295  -2.660
H  5.330  1.870  -2.494
H  3.910  2.279  -3.386
H  4.880  4.232  -1.258
H  5.689  4.074  -2.785
H  2.598  0.399  0.687
H  5.185  -0.282  1.866
H  3.884  -1.783  3.115
H  3.163  -1.759  1.495
H  1.450  -0.022  2.543
H  2.069  -0.608  4.102
H  1.306  -1.733  2.995
H  3.526  -1.183  -0.832
H  5.159  -1.260  -0.238
H  5.571  -0.156  -2.787
H  5.722  -1.835  -2.349
H  4.214  -1.276  -3.032
H  5.917  1.369  0.997
H  5.836  2.428  -0.371
H  7.172  -0.810  0.835
H  9.156  -1.886  -0.101
H  10.255  -0.948  -2.129
H  9.330  1.112  -3.161
H  7.340  2.179  -2.220
C  -4.916  1.111  4.689
C  -3.457  1.031  5.074
O  -2.910  -0.227  4.637
C  -2.599  -0.286  3.346
O  -2.610  0.629  2.562
O  -2.306  -1.552  3.048
C  -2.018  -1.780  1.668
H  -5.461  0.249  5.076
H  -5.373  2.017  5.087
H  -5.026  1.120  3.605
H  -3.335  1.035  6.155
H  -2.874  1.853  4.661
H  -1.217  -1.126  1.328
H  -2.909  -1.623  1.060
H  -1.700  -2.816  1.591
C  -11.183  -1.322  2.562
C  -11.006  0.135  2.931
O  -9.619  0.511  2.961
C  -9.061  0.730  1.773
O  -9.613  0.688  0.705
O  -7.771  1.003  1.970
C  -7.010  1.192  0.773
H  -10.603  -1.956  3.235
H  -12.234  -1.600  2.639
H  -10.850  -1.509  1.542
H  -11.362  0.323  3.942
H  -11.546  0.791  2.249
H  -7.473  1.942  0.135
H  -6.920  0.252  0.231
H  -6.029  1.530  1.094
C  -6.967  -2.067  1.790
C  -6.214  -2.411  3.057
O  -7.093  -2.505  4.190
C  -7.791  -3.631  4.276
O  -7.726  -4.566  3.518
O  -8.575  -3.559  5.350
C  -9.422  -4.696  5.544
H  -7.551  -1.156  1.935
H  -6.266  -1.907  0.971
H  -7.649  -2.868  1.507
H  -5.516  -1.614  3.311
H  -5.648  -3.337  2.953
H  -8.841  -5.615  5.553
H  -10.176  -4.744  4.760
H  -9.900  -4.549  6.508
C  10.927  3.506  2.108
C  9.869  2.511  2.533
O  8.718  3.159  3.098
C  7.881  3.698  2.215
O  7.994  3.660  1.016
O  6.876  4.263  2.879
C  5.907  4.905  2.044
H  11.197  4.153  2.943
H  11.820  2.979  1.771
H  10.568  4.132  1.292
H  10.241  1.870  3.330
H  9.557  1.878  1.702
H  5.556  4.227  1.269
H  6.332  5.800  1.591
H  5.083  5.174  2.697
C  -8.019  -7.479  -3.281
C  -7.468  -8.654  -2.503
O  -6.835  -8.242  -1.282
C  -7.668  -7.948  -0.281
O  -8.869  -8.034  -0.315
O  -6.942  -7.558  0.761
C  -7.709  -7.158  1.908
H  -7.235  -6.742  -3.461
H  -8.408  -7.816  -4.242
H  -8.825  -6.994  -2.733
H  -6.680  -9.153  -3.066
H  -8.244  -9.386  -2.281
H  -8.406  -7.946  2.190
H  -8.246  -6.239  1.701
H  -6.994  -6.985  2.703

=====

Record 2
C49H74BrN14O4Y | the ωB97M-V functional and the def2-TZVPD basis

Computed properties:
ΔE to the lowest compared entry with this formula, charge and spin ... 2.029 eV
Total charge ... +2
Spin multiplicity ... 1
Kohn-Sham gap ... 7.66 eV
Molar mass ... 1092.04 g/mol

Atoms and positions in Å:
Y  0.454  -0.100  -0.230
C  -1.895  -3.447  4.467
N  -0.909  -3.225  3.429
C  -0.228  -4.430  3.013
C  -0.679  -1.975  2.909
N  -0.596  -1.738  1.617
C  -1.315  -2.696  0.772
C  -2.282  -1.928  -0.128
N  -1.572  -1.284  -1.238
C  -2.369  -0.179  -1.785
C  -1.529  0.721  -2.683
N  -0.593  1.571  -1.940
C  -0.489  2.793  -2.407
N  -1.470  3.371  -3.202
C  -2.844  3.510  -2.782
C  -1.188  3.806  -4.551
N  0.568  3.600  -2.183
C  0.504  5.023  -2.445
C  1.881  3.152  -1.785
C  -1.279  -2.281  -2.285
C  0.174  -2.258  -2.759
N  1.064  -2.437  -1.626
C  2.159  -3.108  -1.834
N  2.609  -3.528  -3.063
C  2.791  -2.651  -4.201
C  3.124  -4.867  -3.252
N  2.875  -3.583  -0.760
C  2.276  -3.559  0.546
C  4.322  -3.579  -0.772
N  -0.540  -0.974  3.821
C  -1.284  0.258  3.683
C  -0.077  -1.236  5.169
H  -2.566  -4.245  4.140
H  -2.494  -2.554  4.627
H  -1.433  -3.761  5.406
H  0.109  -4.959  3.907
H  0.636  -4.174  2.412
H  -0.877  -5.107  2.452
H  -1.907  -3.382  1.383
H  -0.623  -3.278  0.158
H  -2.752  -1.144  0.470
H  -3.054  -2.612  -0.507
H  -2.771  0.410  -0.954
H  -3.212  -0.575  -2.372
H  -2.211  1.307  -3.297
H  -0.930  0.108  -3.364
H  -2.987  3.074  -1.794
H  -3.537  3.041  -3.489
H  -3.104  4.574  -2.729
H  -0.140  3.636  -4.784
H  -1.423  4.864  -4.692
H  -1.795  3.228  -5.258
H  -0.526  5.366  -2.475
H  0.986  5.280  -3.392
H  1.029  5.551  -1.650
H  2.625  3.591  -2.457
H  1.934  2.062  -1.849
H  2.120  3.483  -0.767
H  -1.933  -2.134  -3.152
H  -1.480  -3.282  -1.896
H  0.402  -1.308  -3.255
H  0.294  -3.069  -3.490
H  2.384  -1.667  -3.996
H  2.308  -3.071  -5.087
H  3.861  -2.538  -4.418
H  2.937  -5.466  -2.365
H  4.195  -4.878  -3.475
H  2.601  -5.322  -4.097
H  1.317  -4.070  0.482
H  2.111  -2.535  0.925
H  2.923  -4.101  1.234
H  4.700  -3.314  -1.755
H  4.704  -4.565  -0.499
H  4.703  -2.849  -0.049
H  -1.390  0.509  2.632
H  -0.762  1.061  4.196
H  -2.276  0.158  4.136
H  0.517  -2.146  5.201
H  -0.896  -1.318  5.890
H  0.552  -0.400  5.478
O  2.087  0.967  -4.118
C  3.445  0.861  -4.049
C  4.223  1.240  -5.140
C  5.591  1.064  -5.135
C  6.208  0.520  -4.022
C  5.443  0.168  -2.927
C  4.063  0.340  -2.908
C  3.266  -0.205  -1.727
O  1.966  0.134  -1.694
N  3.917  0.195  -0.459
N  3.176  0.119  0.631
C  3.743  -0.007  1.784
C  3.043  0.270  2.996
Br  1.528  1.442  2.668
C  3.354  -0.056  4.264
C  4.345  -1.019  4.688
C  4.841  -2.027  3.853
C  5.789  -2.917  4.317
C  6.234  -2.844  5.627
C  5.724  -1.876  6.479
C  4.794  -0.968  6.013
H  1.845  1.308  -4.990
H  3.735  1.662  -6.010
H  6.172  1.334  -6.001
H  7.275  0.363  -4.012
H  5.940  -0.278  -2.078
H  3.395  -1.312  -1.786
H  4.914  0.005  -0.356
H  4.824  -0.152  1.863
H  2.825  0.443  5.063
H  4.452  -2.137  2.852
H  6.187  -3.671  3.655
H  6.972  -3.542  5.984
H  6.058  -1.826  7.503
H  4.416  -0.200  6.671
O  -3.932  6.473  1.187
C  -2.669  6.339  0.589
C  -2.205  4.916  0.716
C  -0.872  4.557  0.544
C  -0.534  3.220  0.621
N  -1.380  2.236  0.932
C  -2.639  2.598  1.221
C  -3.090  3.909  1.054
C  -3.584  1.658  1.869
C  -4.346  2.169  2.923
C  -5.268  1.357  3.570
C  -6.135  1.938  4.660
O  -5.445  2.857  5.470
C  -5.360  0.033  3.159
C  -4.535  -0.396  2.132
N  -3.677  0.385  1.490
H  -4.194  7.400  1.183
H  -1.923  6.994  1.064
H  -2.712  6.606  -0.483
H  -0.120  5.308  0.371
H  0.489  2.914  0.456
H  -4.125  4.164  1.213
H  -4.222  3.185  3.259
H  -6.602  1.143  5.253
H  -6.938  2.508  4.180
H  -4.963  2.382  6.153
H  -6.054  -0.642  3.632
H  -4.557  -1.428  1.806

=====

Record 3
C49H76FNO12 | the ωB97M-V functional and the def2-TZVPD basis

Computed properties:
Spin multiplicity ... 1
Structure (SMILES) ... CCCCCc1ccc(C[C@H](C)F)c2c1C(=O)c1cc(CC=O)c(COCCC)c(-c3ccccn3)c1C2=O.COCCOC.COCCOC.COCCOC.COCCOC
Kohn-Sham gap ... 8.34 eV
Molar mass ... 890.14 g/mol

Atoms and positions in Å:
C  -0.390  3.919  4.983
C  0.460  3.654  3.715
C  1.968  3.929  4.015
C  2.810  3.102  2.998
C  3.446  1.804  3.595
C  3.133  0.632  2.675
C  4.068  0.342  1.689
C  3.799  -0.681  0.813
C  2.648  -1.443  0.913
C  2.503  -2.562  -0.126
C  2.922  -3.936  0.384
C  4.365  -4.017  0.882
F  2.833  -4.820  -0.718
C  1.709  -1.188  1.900
C  1.983  -0.123  2.783
C  0.972  0.163  3.860
O  1.186  0.863  4.835
C  -0.418  -0.416  3.717
C  -1.414  0.115  4.487
C  -2.720  -0.333  4.426
C  -3.802  0.255  5.328
C  -3.234  1.183  6.411
O  -2.567  0.750  7.327
C  -3.000  -1.352  3.517
C  -4.407  -1.893  3.407
O  -4.994  -1.634  2.136
C  -6.212  -2.375  2.053
C  -7.317  -1.573  1.318
C  -7.174  -0.059  1.586
C  -1.981  -1.887  2.741
C  -2.372  -2.989  1.762
C  -2.590  -2.598  0.458
C  -2.932  -3.542  -0.505
C  -3.013  -4.848  -0.006
C  -2.803  -5.083  1.335
N  -2.478  -4.208  2.294
C  -0.675  -1.453  2.830
C  0.463  -2.036  2.038
O  0.385  -3.151  1.561
H  -1.452  4.015  4.723
H  -0.278  3.038  5.630
H  0.003  4.821  5.463
H  0.098  4.283  2.891
H  0.366  2.611  3.394
H  2.126  4.988  3.768
H  2.201  3.720  5.063
H  3.582  3.754  2.570
H  2.157  2.804  2.168
H  3.194  1.627  4.638
H  4.538  1.941  3.567
H  4.979  0.933  1.644
H  4.529  -0.905  0.037
H  1.495  -2.531  -0.556
H  3.186  -2.327  -0.957
H  2.272  -4.353  1.155
H  5.105  -3.966  0.077
H  4.535  -3.288  1.682
H  4.482  -5.010  1.339
H  -1.133  0.908  5.175
H  -4.222  -0.600  5.880
H  -4.636  0.695  4.768
H  -3.465  2.273  6.358
H  -5.046  -1.573  4.242
H  -4.332  -2.992  3.514
H  -6.004  -3.339  1.560
H  -6.610  -2.630  3.048
H  -8.281  -1.921  1.705
H  -7.212  -1.794  0.249
H  -7.225  0.124  2.668
H  -6.243  0.341  1.183
H  -8.046  0.432  1.133
H  -2.491  -1.550  0.185
H  -3.111  -3.297  -1.548
H  -3.243  -5.676  -0.670
H  -2.913  -6.118  1.674
C  -2.102  1.123  -3.087
O  -1.627  0.832  -4.391
C  -0.918  -0.396  -4.461
C  -1.777  -1.506  -5.033
O  -2.852  -1.829  -4.161
C  -4.081  -1.251  -4.571
H  -2.835  1.925  -3.168
H  -2.583  0.256  -2.627
H  -1.276  1.463  -2.454
H  -0.531  -0.675  -3.476
H  -0.063  -0.235  -5.125
H  -1.166  -2.408  -5.135
H  -2.149  -1.236  -6.026
H  -4.489  -1.801  -5.425
H  -3.967  -0.198  -4.838
H  -4.781  -1.325  -3.740
C  -4.925  3.278  -0.198
O  -5.671  3.508  0.985
C  -5.230  2.718  2.078
C  -4.360  3.514  3.030
O  -3.131  3.892  2.425
C  -3.131  5.242  1.989
H  -5.146  4.083  -0.897
H  -3.849  3.269  -0.006
H  -5.223  2.326  -0.652
H  -4.699  1.827  1.723
H  -6.125  2.384  2.614
H  -4.111  2.880  3.888
H  -4.895  4.393  3.403
H  -3.021  5.914  2.847
H  -4.043  5.495  1.443
H  -2.278  5.379  1.326
C  2.441  -1.745  -7.269
O  3.482  -2.614  -6.859
C  4.458  -1.967  -6.054
C  4.259  -2.270  -4.583
O  3.049  -1.704  -4.096
C  2.001  -2.654  -3.990
H  1.624  -2.356  -7.651
H  2.067  -1.139  -6.439
H  2.793  -1.087  -8.071
H  4.451  -0.887  -6.233
H  5.435  -2.352  -6.364
H  5.075  -1.813  -4.013
H  4.286  -3.349  -4.403
H  2.163  -3.290  -3.114
H  1.917  -3.279  -4.882
H  1.066  -2.110  -3.860
C  7.648  3.616  -2.631
O  8.088  3.272  -3.934
C  8.801  2.044  -3.972
C  7.931  0.909  -4.472
O  6.882  0.614  -3.560
C  5.637  1.167  -3.957
H  6.910  4.411  -2.726
H  7.185  2.768  -2.121
H  8.489  3.987  -2.036
H  9.217  1.808  -2.988
H  9.636  2.180  -4.667
H  8.545  0.007  -4.554
H  7.531  1.136  -5.465
H  5.214  0.579  -4.777
H  5.730  2.210  -4.268
H  4.958  1.118  -3.106